The following is a DFT calculation (wB97M-V/def2-TZVPD) of a molecular structure, C2H4NaORb at a distorted geometry.

Summary:
HOMO level (alpha / beta) = -0.341 / -0.400 Eh
total charge = +1
multiplicity = 2
M = 152.51 g/mol
⟨S²⟩ = 0.754
energy = -339.907944 a.u.

Last column: Mulliken charge in e.
CARTESIAN COORDINATES (ANGSTROEM)
O 0.31908 -0.94216 -0.24914  -0.93
Na 2.35784 -0.16070 -0.06733  0.94
C -0.61969 -0.01458 0.18319  -0.16
C -0.33585 1.36721 -0.24220  -0.91
H -1.64440 -0.38715 0.17869  0.36
H 0.27789 1.45389 -1.12896  0.30
H -0.87678 2.25036 0.06604  0.29
Rb 1.08945 -4.21098 0.16627  0.95
H -0.56754 0.64410 1.09344  0.17

---

The following is a DFT calculation (wB97M-V/def2-TZVPD) of a single C2H4O2 molecule at a distorted geometry.

Summary:
HOMO level = -0.383 Eh
total charge = 0
M = 60.05 g/mol
SMILES string = CC(=O)O
energy relative to the best compared isomer or geometry (same formula, charge and spin) = 0.6944 eV
energy = -229.081054 a.u.

Last column: Mulliken charge in e.
CARTESIAN COORDINATES (ANGSTROEM)
C 0.99734 -0.42497 0.78783  -0.74
C -0.13353 0.01025 0.05186  0.67
O -1.29650 0.11077 0.39832  -0.57
O 0.21359 0.28480 -1.20601  -0.46
H 1.49950 0.55188 1.15306  0.22
H 1.72592 -1.15884 0.18875  0.26
H 0.70682 -0.90351 1.81234  0.27
H -0.45185 0.83418 -1.73074  0.35